78
Properties=species:S:1:pos:R:3 method="wB97M-V/def2-TZVPD" e_above_lowest_kcal_mol=22.0 spin_multiplicity=5 fmax_ev_per_a=1.788 homo_ev="-13.102 / -14.097" charge=+2 gap_ha="0.28195 / 0.22576"
Rh -1.1386 -1.6719 0.7284
C -3.0910 -2.5640 -1.3131
C -4.1314 -2.0934 -0.2809
C -4.9602 -0.9552 -0.8748
C -3.3852 -1.7158 0.9780
C -3.0967 -2.6908 1.9676
C -2.4266 -2.3545 3.1404
C -2.0060 -1.0310 3.3853
C -1.3604 -0.6755 4.6742
C -2.2472 -0.0642 2.3892
C -2.9409 -0.3869 1.2113
H -3.5809 -2.7585 -2.2645
H -2.6001 -3.4820 -0.9838
H -2.3467 -1.7676 -1.4787
H -4.7958 -2.9301 -0.0461
H -4.3235 -0.1887 -1.3111
H -5.6113 -0.5022 -0.1325
H -5.5854 -1.3513 -1.6698
H -3.4475 -3.7074 1.8358
H -2.2611 -3.1114 3.8945
H -1.9698 -1.0221 5.5094
H -1.2116 0.3964 4.7742
H -0.3989 -1.1834 4.7614
H -1.9669 0.9653 2.5800
H -3.2139 0.4011 0.5202
O 2.0955 -0.1689 -1.4555
C 1.0532 -0.8148 -1.3421
O 0.0156 -0.4059 -0.7565
C 1.0137 -2.1994 -2.0245
N 2.3529 -2.8236 -1.9141
C 2.5812 -3.6721 -3.1215
C 1.3777 -3.4179 -4.0343
C 0.8131 -2.0875 -3.5370
H 0.2469 -2.8396 -1.5779
H 2.4409 -3.3577 -1.0330
H 3.0258 -2.0428 -1.8769
H 2.6631 -4.7157 -2.8258
H 3.5136 -3.3786 -3.6010
H 0.6348 -4.2057 -3.9216
H 1.6702 -3.3743 -5.0816
H -0.2292 -1.9453 -3.8049
H 1.3940 -1.2483 -3.9245
C 2.8418 4.5583 -1.0082
C 2.8932 3.0692 -1.1328
C 4.1591 2.4264 -0.6497
Sb 1.1669 2.0293 0.0828
C -0.8536 2.9263 -0.4824
C -1.4156 2.2608 -1.7191
C -0.7552 4.4279 -0.6306
C 1.3349 2.7008 2.3339
C 2.0292 4.0253 2.4188
C 2.0226 1.5876 3.0760
H 3.5787 4.9842 -1.6941
H 3.1079 4.8981 -0.0112
H 1.8751 4.9654 -1.2877
H 2.6035 2.7210 -2.1254
H 4.4206 2.7593 0.3538
H 4.9826 2.7094 -1.3090
H 4.0817 1.3393 -0.6665
H -1.4566 2.6691 0.3927
H -0.8073 2.4802 -2.5940
H -2.4175 2.6434 -1.9116
H -1.4727 1.1815 -1.5951
H -0.2240 4.6992 -1.5395
H -0.2755 4.8971 0.2258
H -1.7592 4.8439 -0.7133
H 0.2750 2.7784 2.5817
H 3.0714 3.9468 2.1194
H 2.0268 4.3656 3.4562
H 1.5283 4.7900 1.8309
H 3.0576 1.4841 2.7529
H 1.5136 0.6314 2.9462
H 2.0439 1.8150 4.1435
F 0.9180 -2.3258 1.5449
B 0.8914 -3.7706 1.2835
F 0.7483 -4.4528 2.4080
F -0.2781 -3.8632 0.4430
F 1.9800 -4.0594 0.5141

=====

52
Properties=species:S:1:pos:R:3 method="wB97M-V/def2-TZVPD" e_above_lowest_kcal_mol=0.0 fmax_ev_per_a=1.128 smiles="O=C(c1cc(COc2cccc(C(F)(F)F)c2)on1)N1CCC(Oc2cccnc2)CC1" homo_ev=-8.930 charge=0 gap_ha=0.34837
O -1.2167 -2.1491 -2.4561
C -1.6221 -2.0360 -1.3104
N -2.9347 -1.9317 -1.0174
C -3.5301 -1.6981 0.2759
H -4.3008 -2.4611 0.4393
C -4.1727 -0.3096 0.3144
H -4.6314 -0.1426 1.2895
H -3.4081 0.4552 0.1634
C -5.2138 -0.1820 -0.8038
C -4.5470 -0.4833 -2.1472
H -3.7966 0.2836 -2.3443
C -3.8857 -1.8594 -2.1086
H -4.6445 -2.6366 -1.9649
H -3.3455 -2.0517 -3.0368
H -5.2886 -0.4463 -2.9451
H -6.0315 -0.8994 -0.6394
O -5.7343 1.1344 -0.8884
C -6.6760 1.5545 -0.0057
C -7.2624 0.7968 1.0078
N -8.1892 1.2731 1.8201
C -8.5850 2.5234 1.6800
C -8.0692 3.3699 0.7073
C -7.1036 2.8783 -0.1467
H -6.6665 3.4850 -0.9247
H -8.4153 4.3881 0.6203
H -9.3432 2.8559 2.3753
H -6.9943 -0.2350 1.1893
H -2.7740 -1.7991 1.0522
C -0.6203 -2.0282 -0.2080
N -0.8196 -2.2936 1.0607
O 0.3751 -2.2299 1.6857
C 1.3286 -1.9263 0.7892
C 0.7609 -1.7871 -0.4422
H 1.2231 -1.5503 -1.3753
C 2.7360 -1.8113 1.2672
O 3.3618 -0.7941 0.5173
C 4.6684 -0.5143 0.7560
C 5.4667 -1.1502 1.7019
C 6.7913 -0.7740 1.8557
C 7.3406 0.2306 1.0829
C 6.5397 0.8606 0.1373
C 5.2153 0.5016 -0.0295
H 4.5905 0.9877 -0.7612
C 7.1077 1.9808 -0.6882
F 6.5170 2.1026 -1.8855
F 8.4212 1.8389 -0.9232
F 6.9660 3.1752 -0.0777
H 8.3717 0.5219 1.2022
H 7.3997 -1.2746 2.5927
H 5.0717 -1.9368 2.3247
H 2.7290 -1.5732 2.3399
H 3.2526 -2.7728 1.1203

=====

47
Properties=species:S:1:pos:R:3 method="wB97M-V/def2-TZVPD" e_above_lowest_kcal_mol=21.2 spin_multiplicity=5 fmax_ev_per_a=5.240 homo_ev="-0.950 / -3.030" charge=-1 gap_ha="0.14664 / 0.22160"
C -0.9075 -2.0769 4.1277
C 0.0104 -0.9598 4.3164
C -0.3549 0.1081 3.3842
C -1.5205 -0.3631 2.6314
C -1.8574 -1.7083 3.1036
Fe 0.0270 -1.5404 2.4400
C 0.5960 -3.0433 1.3584
C 1.7672 -2.3827 1.8924
C 1.6868 -0.9625 1.5537
C 0.5913 -0.8015 0.5888
C 0.2468 0.4335 -0.1475
C 1.2786 1.4618 -0.3397
C 0.8696 2.8079 -0.5156
C 1.8035 3.8504 -0.4628
C 3.1666 3.5757 -0.1487
C 3.6039 2.2275 -0.0922
C 2.6808 1.1525 -0.3757
C -0.2028 -2.0398 0.6033
H -0.9247 -3.0111 4.6990
H 0.8146 -0.9203 5.0521
H 0.1618 1.0845 3.2481
H -2.0432 0.2008 1.8496
H -2.6926 -2.3274 2.7699
H 0.3246 -4.0877 1.4646
H 2.6329 -2.8367 2.4135
H 2.2904 -0.1292 1.9491
H -0.7923 0.8793 0.3460
H -0.2189 3.0292 -0.4918
H 1.4536 4.8972 -0.5695
H 3.8921 4.4065 -0.0630
H 4.6639 2.0345 0.2238
H 3.0004 0.0824 -0.3992
H -1.2289 -2.1430 0.1413
C -2.8307 -0.2593 -5.0169
C -2.0365 -0.1368 -3.7686
C -2.6455 0.3164 -2.5919
C -1.8738 0.4517 -1.4605
N -0.5815 0.1364 -1.4182
C 0.0079 -0.2776 -2.5265
C -0.6738 -0.4440 -3.7147
H -2.2054 -0.6445 -5.8571
H -3.7003 -0.9476 -4.8688
H -3.2584 0.7310 -5.3165
H -3.6949 0.5765 -2.5287
H -2.2983 0.8509 -0.5491
H 1.0645 -0.4479 -2.3917
H -0.0925 -0.8034 -4.5420

=====

- Which value of charge does entry 1 give?
  +2